No. 1
51
Properties=species:S:1:pos:R:3:forces:R:3:mulliken_charge:R:1 method="wB97M-V/def2-TZVPD" orbital_gap_ev=8.884 de_lowest_ev=1.038 smiles=CCOc1cccc(OCCOCCN(C)Cc2ccccc2)c1
O -4.0868 0.5203 -0.0277 0.118 -0.161 0.206 -0.447
O 0.5010 2.0325 0.5777 -0.073 -0.098 0.223 -0.355
O 3.1451 1.7474 -0.9432 0.092 -0.262 0.002 -0.378
N 2.9676 -1.0012 0.0482 0.041 0.069 0.177 0.475
C 2.1525 2.7340 -1.0282 -0.469 -0.057 0.055 -1.060
C 4.0039 -0.0531 0.4066 -0.198 0.399 -0.087 -0.997
C -0.7964 -1.9599 -1.4785 -0.070 -0.048 -0.064 -1.201
C 0.6214 -1.6090 0.4328 -0.046 -0.068 0.006 0.749
C 0.7274 2.2061 -0.8066 0.356 0.199 -0.411 -0.181
C -2.9418 0.7260 0.6779 0.007 -0.022 0.396 0.249
C 3.5238 -2.2920 -0.2956 0.002 0.014 -0.037 -1.197
C -3.6674 0.1132 -2.4115 -0.063 0.186 0.390 -0.576
C -0.6800 1.4850 0.9903 -0.091 -0.080 0.367 -0.410
C 1.9173 -1.1372 1.0396 0.086 0.106 -0.018 -1.103
C -4.2231 1.0400 -1.3348 -0.046 0.081 -0.458 -0.542
C -1.7728 1.2720 0.1584 0.017 0.117 -0.386 0.510
C -1.5959 -2.5048 0.7100 -0.045 -0.043 0.054 -0.761
C -0.3905 -2.0960 1.2498 0.079 -0.016 -0.056 -0.513
C 3.5230 1.3971 0.3767 0.199 -0.162 0.190 -0.275
C -2.9991 0.3678 2.0237 -0.190 -0.013 -0.173 -0.555
C -1.9092 0.5842 2.8410 -0.020 0.071 -0.122 -0.715
C -1.7998 -2.4454 -0.6574 -0.075 -0.037 -0.094 -0.281
C 0.4032 -1.5343 -0.9359 0.040 -0.013 0.003 0.014
C -0.7537 1.1497 2.3394 0.235 0.121 -0.120 -0.418
H 4.8007 -0.1501 -0.3342 0.062 -0.019 0.080 0.421
H -0.9454 -1.9184 -2.5490 -0.015 0.010 -0.070 0.457
H 4.1882 -2.1843 -1.1521 0.040 -0.062 -0.034 0.352
H -3.8305 0.5533 -3.3920 -0.014 0.038 -0.127 0.400
H 1.7267 -0.1630 1.4946 0.038 -0.011 0.041 0.132
H 1.1902 -1.1496 -1.5671 0.092 0.022 -0.058 0.480
H 2.2129 -1.8228 1.8563 -0.015 0.078 -0.038 0.432
H -2.6041 -0.0568 -2.2668 0.085 -0.021 -0.044 -0.067
H 4.0908 -2.7428 0.5359 -0.010 -0.016 0.007 0.390
H 2.7137 -2.9677 -0.5648 0.032 -0.093 -0.037 0.356
H -3.7640 2.0342 -1.4015 -0.077 -0.069 0.057 0.353
H 2.2161 3.1232 -2.0482 -0.087 0.053 0.109 0.440
H 0.0183 2.9384 -1.2180 0.031 -0.071 0.027 0.547
H 4.3493 2.0490 0.7041 -0.111 -0.094 0.000 0.398
H -4.1746 -0.8466 -2.3663 -0.035 -0.113 -0.032 0.253
H -1.7103 1.5341 -0.8838 -0.002 0.000 -0.119 0.552
H -5.3033 1.1531 -1.4728 0.172 0.069 0.013 0.363
H -1.9619 0.3151 3.8851 -0.009 -0.023 0.102 0.397
H 2.3447 3.5519 -0.3203 -0.024 0.020 -0.081 0.348
H -3.9107 -0.0646 2.4026 -0.131 -0.047 0.046 0.473
H -2.3769 -2.8751 1.3572 -0.078 -0.026 0.063 0.419
H 4.4333 -0.2562 1.4060 0.033 0.011 -0.084 0.344
H 0.0987 1.3380 2.9725 0.131 0.025 0.066 0.443
H 0.6133 1.2487 -1.3287 -0.036 0.092 -0.004 0.139
H 2.6844 1.5452 1.0607 0.112 -0.008 -0.015 0.283
H -2.7366 -2.7772 -1.0798 -0.092 -0.024 -0.035 0.461
H -0.2326 -2.1516 2.3176 0.023 -0.003 0.126 0.401


No. 2
52
Properties=species:S:1:pos:R:3:forces:R:3:mulliken_charge:R:1 method="wB97M-V/def2-TZVPD" orbital_gap_ev=9.277 de_lowest_ev=1.332 smiles="Cc1cc(C)cc(OCC(=O)OCC(=O)NCCC2=CCCCC2)c1"
O 4.9977 1.1220 0.3412 0.397 0.154 0.120 -0.670
O -0.9257 1.9673 1.3165 -0.047 -0.226 -0.055 -0.477
O 0.7179 1.1636 -0.9366 -0.077 0.024 0.003 -0.641
O 2.1259 2.7094 -0.1305 0.051 0.305 0.283 -0.390
N 3.1789 -0.1272 -0.1537 -0.359 -0.525 0.011 -0.023
C -3.7723 1.0434 -2.6211 0.019 0.021 0.014 -1.651
C 3.9010 1.0015 -0.1596 -0.430 0.487 -0.354 0.759
C -0.8953 -1.9415 -0.4707 -0.113 -0.115 0.269 0.335
C 1.3671 -2.4324 0.4922 0.020 0.055 0.256 0.489
C 0.0633 -1.7125 0.6931 -0.175 -0.011 -0.297 0.191
C -4.2236 0.0989 -0.3378 0.071 0.046 -0.069 -0.833
C 0.9387 2.1268 -0.2463 -0.279 -0.061 0.061 0.950
C -4.7605 -0.9230 1.8850 0.008 0.019 -0.013 -1.654
C 1.4933 -3.4256 -0.3784 0.002 -0.051 -0.160 -0.683
C -2.7896 0.5824 1.5115 0.097 0.065 -0.049 -0.472
C -3.4410 0.8806 -1.1683 -0.111 -0.061 0.127 0.651
C 0.3920 -3.9247 -1.2615 -0.198 -0.046 0.040 -0.709
C 3.2148 2.1768 -0.8872 0.405 -0.225 -0.283 -0.570
C -0.9719 -3.4287 -0.7921 0.093 0.127 -0.222 -0.998
C -3.9043 -0.0604 1.0080 0.126 0.093 0.023 0.896
C -0.0930 2.8491 0.6164 0.086 0.148 -0.082 -0.724
C -1.9940 1.3762 0.6863 -0.216 -0.066 -0.019 0.481
C 2.5351 -1.9770 1.3360 0.240 -0.085 -0.228 -1.284
C 3.6392 -1.3396 0.4866 0.165 -0.085 0.312 -0.741
C -2.3204 1.5239 -0.6499 0.198 0.151 0.127 -0.438
H -4.7948 -1.9402 1.4967 -0.031 -0.084 0.029 0.332
H -3.9906 2.0868 -2.8468 -0.029 0.044 -0.075 0.371
H 2.4469 -3.9254 -0.4947 0.213 0.003 0.065 0.398
H 0.2404 -0.6426 0.8156 0.033 0.033 0.099 -0.002
H 0.4393 3.4321 1.3722 -0.113 -0.065 -0.167 0.399
H 4.4994 -1.0672 1.1026 -0.077 -0.085 -0.108 0.468
H -0.5357 -1.3942 -1.3437 -0.001 0.079 -0.082 0.139
H 0.4113 -5.0177 -1.2864 0.020 0.014 -0.072 0.414
H 3.9676 -2.0504 -0.2799 0.038 0.017 0.128 0.310
H 2.8566 1.8504 -1.8694 0.042 0.100 0.116 0.334
H 3.9318 2.9925 -0.9854 -0.098 -0.194 0.044 0.295
H -5.7808 -0.5426 1.9099 -0.077 -0.022 0.049 0.367
H -1.7234 -3.6152 -1.5616 -0.041 -0.059 0.038 0.342
H -2.5093 0.4830 2.5484 0.028 -0.026 0.163 0.367
H -4.3745 -0.9506 2.9003 -0.019 -0.041 0.090 0.363
H -1.7065 2.1077 -1.3174 0.105 0.033 -0.053 0.467
H -0.3932 -2.0670 1.6239 -0.011 0.073 0.090 0.383
H -1.2672 -3.9739 0.1070 -0.061 -0.061 0.038 0.364
H -5.0922 -0.4046 -0.7375 -0.110 -0.063 -0.080 0.353
H -0.6691 3.5347 -0.0211 0.106 -0.052 0.066 0.324
H 2.2758 -0.1619 -0.6092 0.144 0.233 -0.050 0.172
H 2.1956 -1.2571 2.0824 0.035 0.002 0.066 0.260
H 0.5791 -3.5792 -2.2846 -0.025 -0.089 -0.049 0.286
H -2.9268 0.7393 -3.2363 0.024 -0.017 -0.104 0.330
H -1.8819 -1.5523 -0.2178 -0.020 0.079 -0.055 -0.475
H -4.6360 0.4428 -2.8937 -0.050 -0.023 -0.062 0.368
H 2.9706 -2.8301 1.8606 -0.001 0.031 0.062 0.478


No. 3
52
Properties=species:S:1:pos:R:3:forces:R:3:mulliken_charge:R:1 method="wB97M-V/def2-TZVPD" orbital_gap_ev=8.038 charge=+1 de_lowest_ev=0.000
Si 0.6564 0.3531 -1.8711 -0.921 -1.258 -0.446 0.256
Al -1.5523 -0.7597 2.4746 -0.222 0.834 0.168 0.885
N -1.8240 -1.4950 4.3588 -0.326 -1.115 0.497 -0.399
N 0.2664 -1.5920 2.6642 0.763 -1.138 0.078 -0.380
C -0.6008 0.9728 3.2823 -0.149 1.506 -0.425 -0.389
C 3.3178 0.5225 -2.9527 0.030 -0.247 0.252 -0.231
C -2.2019 1.8469 1.8389 0.127 0.151 0.624 -0.993
C -2.0437 1.2251 3.1170 0.740 0.650 -0.322 -0.478
C -2.7602 2.9175 -3.5979 0.263 -0.472 0.179 -0.455
C -0.5213 -2.0298 4.9243 -0.609 0.275 0.316 -0.540
C -0.7933 1.0389 -2.8376 -0.586 -0.241 -1.076 0.607
C -0.2595 -0.9092 -0.5150 1.362 1.293 -1.261 -0.164
C -0.9396 1.9899 1.2375 0.187 -0.073 0.171 -0.273
C 4.8457 -1.3318 -3.3246 -0.700 0.039 0.166 -0.450
C -0.6036 1.8587 -3.9721 -0.339 0.388 0.505 -0.508
C 0.0539 1.4733 2.1011 -0.971 -0.036 0.655 -0.813
C -3.0362 1.9772 -2.5950 0.045 0.090 -0.569 -0.662
C 4.6061 0.0452 -3.2293 -0.142 -0.348 -0.212 -0.565
C 3.7625 -2.2081 -3.1763 -0.097 0.094 -0.037 -0.484
C 2.2408 -0.3582 -2.6801 -0.030 -0.343 -0.078 0.545
C -2.0852 1.0057 -2.2828 0.235 0.431 -0.002 -0.537
C 2.4769 -1.7336 -2.8616 0.548 0.117 0.016 -0.489
C 0.2968 -2.6035 3.7917 0.329 0.309 -0.715 -0.646
C -1.5652 2.8155 -4.3253 -0.153 -0.291 0.159 -0.440
H 1.6640 -2.4563 -2.7542 0.229 0.198 0.062 0.307
H -0.1116 0.8545 4.2563 -0.212 -0.225 -0.446 0.680
H -0.7428 2.4717 0.2799 -0.133 -0.313 0.212 0.613
H -0.0903 -1.9257 -0.8621 0.218 -0.165 0.107 0.483
H -2.2676 -0.8523 5.0221 0.400 0.067 -0.285 0.330
H -2.7464 1.2600 3.9536 0.105 -0.147 -0.456 0.538
H -2.3440 0.2000 -1.6083 -0.049 0.362 0.241 0.369
H 5.8489 -1.7248 -3.5190 -0.422 0.223 0.041 0.376
H -3.1448 2.2494 1.4638 0.346 -0.420 -0.030 0.475
H 0.2875 -0.6882 0.4008 -0.133 -0.197 0.037 -0.657
H -1.3396 -0.7774 -0.3901 0.540 0.287 -0.068 0.058
H -1.3939 3.4947 -5.1601 0.014 -0.242 0.150 0.375
H 0.9414 -0.8480 2.8731 -0.491 -0.121 0.029 0.367
H -0.1089 -3.5555 3.4257 0.035 0.295 0.051 0.370
H 0.0015 -1.1912 5.4034 -0.170 -0.246 -0.167 0.297
H 1.1350 1.5069 1.9483 -0.391 -0.110 -0.074 0.521
H 0.6440 -1.9918 1.8040 -0.221 -0.311 0.092 0.386
H 1.3381 -2.7613 4.0935 -0.289 -0.127 0.071 0.394
H 5.4459 0.7207 -3.3905 -0.356 0.034 0.049 0.356
H 3.1513 1.6022 -2.9320 0.080 -0.290 0.210 0.319
H -4.0003 1.9922 -2.0836 0.244 -0.077 -0.197 0.416
H -2.6368 -1.3522 1.4555 0.612 -0.092 0.449 -0.515
H 3.9219 -3.2789 -3.3062 -0.067 0.245 0.061 0.352
H 1.2371 1.6471 -1.5399 0.093 0.323 1.138 -0.177
H -3.4987 3.6755 -3.8482 0.192 -0.092 0.045 0.380
H -0.7216 -2.7919 5.6855 0.095 0.202 -0.122 0.420
H -2.5113 -2.2604 4.3228 0.357 0.087 -0.067 0.369
H 0.3056 1.7596 -4.5632 -0.014 0.239 0.223 0.396


No. 4
59
Properties=species:S:1:pos:R:3:forces:R:3:mulliken_charge:R:1 method="wB97M-V/def2-TZVPD" multiplicity=4 orbital_gap_ev="6.548 / 5.461" s_squared=3.78 charge=+1 de_lowest_ev=0.122
Au 0.8093 1.8576 -0.7931 0.000 0.157 0.102 0.398
S 3.5945 2.6493 -2.3614 0.032 0.085 -0.060 -0.082
S -5.2010 -1.5202 1.0389 -0.070 -0.581 0.285 1.384
S 2.3992 0.7870 2.1828 -0.083 -0.041 -0.019 0.702
O -6.3527 -0.9878 1.7368 -0.026 0.120 -0.115 -0.500
O -4.7110 -2.7709 1.5817 0.022 0.205 -0.090 -0.533
O -5.5564 -1.7134 -0.3750 -0.060 0.103 -0.048 -0.403
O 1.3403 1.8043 2.5300 0.172 -0.066 0.102 -0.835
N 0.1024 -0.1525 -1.0368 0.058 -0.105 0.031 -0.148
N -1.4071 -1.8614 -1.4486 0.062 -0.021 -0.098 0.700
N -0.6816 2.2938 0.7997 -0.175 -0.006 -0.105 -0.367
C -1.0049 -0.5939 -1.5712 -0.007 0.014 -0.032 1.333
C -2.6415 -0.7521 1.5326 0.002 0.036 0.034 -0.645
C -0.5603 -2.8466 -0.7725 0.008 -0.003 -0.011 -1.118
C 2.3997 1.7383 -1.9667 -0.027 -0.104 -0.017 -0.351
C -1.8573 0.3731 -2.3382 -0.035 -0.025 0.017 -1.764
C 0.6483 -3.2913 -1.5916 -0.015 0.024 -0.002 -1.155
C -1.7996 1.4161 0.9540 0.026 0.140 -0.034 0.686
C -1.5907 0.1450 1.4690 -0.023 -0.013 0.145 -0.128
C -2.6291 -2.3599 -2.0964 -0.031 -0.010 0.022 -0.808
C 4.9434 3.7410 1.1772 -0.025 0.009 0.001 -0.604
C -4.1255 0.9306 0.6226 0.030 -0.022 0.110 -0.828
C -3.8973 -0.3566 1.0957 0.101 0.133 -0.163 0.334
C 3.0998 0.2981 3.7534 0.011 0.035 0.050 -1.174
C -2.3813 -2.9805 -3.4652 0.017 0.011 0.016 -1.336
C 3.8575 3.0554 1.7025 0.019 0.002 -0.031 -0.286
C 4.7728 0.9828 0.8386 -0.008 -0.018 0.022 -0.444
C 5.8576 1.6778 0.3278 0.005 -0.011 0.014 -0.663
C 5.9405 3.0538 0.4975 0.004 -0.008 0.006 -0.443
C 3.7949 1.6817 1.5317 -0.030 0.025 -0.043 0.390
C -3.0675 1.8186 0.5522 -0.037 0.012 0.006 -1.012
H -2.7802 0.5773 -1.7936 0.041 -0.030 -0.057 0.334
H 2.3155 -0.2057 4.3151 0.003 -0.013 -0.006 0.390
H -0.2506 -2.4376 0.1944 -0.009 0.006 0.007 0.472
H 4.6864 -0.0877 0.6908 0.002 0.001 -0.004 0.395
H 1.2824 -3.9423 -0.9903 -0.007 -0.016 -0.004 0.425
H 3.9326 -0.3798 3.5710 0.010 0.015 -0.003 0.414
H -3.0612 -3.0961 -1.4182 -0.043 0.017 -0.001 0.341
H -1.8973 -3.9531 -3.3824 0.030 0.011 -0.002 0.364
H -2.4968 -1.7519 1.9181 -0.001 -0.005 0.005 0.577
H -0.6052 -0.1316 1.8228 -0.010 -0.009 -0.026 0.307
H 6.6299 1.1485 -0.2135 0.000 0.002 0.000 0.380
H 5.0102 4.8137 1.2990 0.004 -0.001 -0.003 0.410
H -1.1944 -3.7033 -0.5514 -0.001 0.000 0.035 0.550
H 6.7855 3.5944 0.0926 -0.004 0.002 -0.006 0.416
H -1.7487 -2.3383 -4.0801 -0.028 0.014 -0.014 0.277
H 1.2505 -2.4465 -1.9275 0.006 0.001 0.009 0.287
H -3.2274 2.8221 0.1755 0.002 -0.004 0.002 0.376
H -5.1177 1.2342 0.3155 -0.002 -0.004 -0.024 0.409
H -0.0246 2.2056 1.5963 0.061 -0.021 0.005 0.359
H -0.9827 3.2591 0.7179 -0.005 0.005 0.019 0.342
H -2.1207 -0.0274 -3.3154 0.023 0.001 -0.017 0.476
H 0.6835 -0.8183 -0.5481 -0.008 -0.044 -0.049 0.082
H 3.4312 1.1956 4.2731 0.004 -0.009 0.014 0.377
H -3.3283 -3.1238 -3.9843 -0.005 -0.031 0.015 0.428
H 3.0633 3.5681 2.2294 0.005 0.004 0.009 0.462
H -3.3521 -1.5509 -2.1587 0.023 0.012 0.003 0.501
H 0.3352 -3.8451 -2.4750 0.000 0.004 -0.002 0.285
H -1.3141 1.3037 -2.4808 -0.007 0.012 0.002 0.266


Short version: total energy = -1058.7377 -1134.0448 -1420.1182 -2573.9757 a.u., in the order given.
Short version: max |F| = 0.6 0.7 2.3 0.7 eV Å⁻¹, in the order given.